Entry from the OMol25 dataset: a 2-piece molecular cluster, C9H11O3 overall at a distorted geometry (the ωB97M-V functional and the def2-TZVPD basis).

Last column: natural (NBO) charge in e.
Atoms and positions in Å:
C  -3.4149  0.7901  0.9370  -0.757
C  -3.5485  -0.4055  0.0941  0.790
O  -2.4564  -1.1829  0.0933  -0.740
O  -4.5718  -0.8114  -0.3756  -0.632
H  -2.5900  1.4940  0.7839  0.242
H  -3.0178  0.3731  1.8001  0.250
H  -4.2877  1.3829  1.2957  0.209
C  4.1472  0.6692  -1.7293  -0.589
C  0.6007  0.7760  -0.3967  -0.329
C  1.7096  1.0476  -1.2214  -0.202
C  0.7076  -0.0930  0.6756  0.351
C  2.8985  0.4134  -0.8991  -0.117
C  2.0076  -0.5417  1.0911  -0.270
C  3.1249  -0.2453  0.3069  -0.231
O  -0.3036  -0.5127  1.3757  -0.825
H  -0.3322  1.1519  -0.7678  0.193
H  1.6972  1.6290  -2.0958  0.190
H  -1.5409  -0.8441  0.4941  0.525
H  2.0451  -0.9698  2.0074  0.192
H  4.2738  -0.2441  -2.4176  0.183
H  5.0038  0.7534  -1.2326  0.189
H  3.9676  -0.6613  0.7429  0.194
H  4.0397  1.5264  -2.5070  0.184

Output
E: -15654.71509 eV
LUMO energy: 3.564 eV
Charge: -1
HOMO level: -3.5 eV
HOMO-LUMO gap: 7.05 eV